(1)
The following is a DFT calculation (ωB97M-V/def2-TZVPD) of an isolated ion of composition C4H10NO and charge +1.

Positions of all 16 atoms, in Å:
C  -0.6525  -1.1393  0.3138
C  1.2859  0.1232  0.1278
C  2.7453  0.3321  -0.0169
C  -2.2205  0.7251  0.0011
N  -1.1793  -0.2044  -0.6126
O  0.7716  -1.0581  0.1868
H  -0.9219  -0.7558  1.3451
H  -0.9146  -2.2136  0.2222
H  0.4820  0.9332  0.0389
H  3.4087  -0.0300  0.7199
H  3.0074  1.3760  -0.2514
H  3.0186  -0.2950  -0.9298
H  -1.6830  1.2468  0.8417
H  -2.2972  1.4618  -0.8339
H  -3.1802  0.2741  0.1932
H  -1.6703  -0.7760  -1.3458

Values from the calculation:
Total energy: -7838.8362 eV
HOMO: -14.7 eV
2S+1: 1
E_LUMO: -5.5928 eV
Energy relative to the best compared isomer or geometry (same formula, charge and spin): 57.2 kcal/mol
Net charge: +1

---

(2)
The following is a DFT calculation (ωB97M-V/def2-TZVPD) of a 2-piece molecular cluster, CH7N4 overall.

Positions of all 12 atoms, in Å:
C  -2.7614  -0.8197  0.0069
N  -1.1737  0.8640  0.1385
N  -1.7517  -0.1488  0.2887
N  0.0517  1.0420  -0.0585
N  2.4096  -0.2070  0.0117
H  -3.0982  -0.7157  -1.0209
H  -3.0773  -1.3908  0.9096
H  0.1283  2.0516  -0.0338
H  1.0667  0.3556  0.1794
H  2.5520  -1.2546  -0.1726
H  3.2596  -0.0135  0.5952
H  2.3943  0.2369  -0.8443

Values from the calculation:
Total energy: -7100.6834 eV
HOMO: -14.7 eV
2S+1: 1
E_LUMO: -4.4581 eV
Energy relative to the best compared isomer or geometry (same formula, charge and spin): 49.9 kcal/mol
Net charge: +1

---

(3)
The following is a DFT calculation (ωB97M-V/def2-TZVPD) of one molecule with the formula C6H12O.

Positions of all 19 atoms, in Å:
C  2.8282  0.1143  -0.0944
O  1.4854  0.4375  -0.3307
C  0.6012  -0.2294  0.5420
C  -0.8105  0.0372  0.0782
C  -1.3280  1.4299  0.3740
C  -1.2012  -0.6346  -1.2063
C  -1.7783  -1.1152  0.0968
H  2.9976  -0.9723  -0.1729
H  3.1662  0.4463  0.9001
H  3.4249  0.6204  -0.8577
H  0.8080  -1.3143  0.5322
H  0.7511  0.1214  1.5797
H  -0.6059  2.1867  0.0479
H  -1.5018  1.5602  1.4501
H  -2.2745  1.6149  -0.1466
H  -0.4539  -1.2497  -1.7016
H  -1.8493  -0.0894  -1.8876
H  -1.4366  -2.0696  0.4910
H  -2.8227  -0.8943  0.3056

Values from the calculation:
Total energy: -8462.8671 eV
HOMO: -9.8 eV
2S+1: 1
E_LUMO: 1.0517 eV
Energy relative to the best compared isomer or geometry (same formula, charge and spin): 34.3 kcal/mol
Net charge: 0

---

(4)
The following is a DFT calculation (ωB97M-V/def2-TZVPD) of C12H28NNdO3P2 as an isolated structure.

Positions of all 47 atoms, in Å:
C  -0.8421  0.7465  -3.3701
C  -0.8465  0.2505  -2.0331
N  0.2222  0.5740  -1.1843
C  0.8664  1.7368  -1.4606
C  0.8332  2.3305  -2.7250
C  0.0002  1.7890  -3.7147
C  -1.9826  -0.4650  -1.5830
P  -2.5239  -0.6861  0.1299
Nd  0.2360  -1.0304  0.9316
P  2.2465  1.3735  0.9774
C  1.6687  2.4786  -0.3838
O  -0.4418  -3.4041  -2.2354
O  -0.4386  -3.6998  0.7528
H  -1.5867  0.3187  -4.0521
H  1.4289  3.2342  -2.8474
H  -0.0054  2.2212  -4.7222
C  -3.9808  0.4477  0.0069
C  -3.5266  -2.3143  -0.0575
H  2.5190  2.9773  -0.8790
H  1.0543  3.2724  0.0816
H  -1.2120  -3.3758  -2.7446
H  -2.5236  -0.9882  -2.4113
C  2.7174  2.6079  2.2874
C  3.9638  1.1063  0.3319
H  2.7601  -1.6819  0.5245
H  -0.1686  -4.5325  1.1527
H  -0.3852  -3.9691  -0.1753
H  0.2239  -3.2862  -2.9147
H  -1.1062  0.5780  1.1933
H  2.6563  -1.5382  1.2624
H  -4.7571  0.0795  -0.6843
H  -4.4338  0.5714  1.0041
H  -3.6113  1.4275  -0.3353
H  -4.3691  -2.1718  -0.7803
H  -2.8586  -3.1452  -0.3769
H  -3.9455  -2.5262  0.9562
H  4.5407  2.0300  0.1669
H  4.5376  0.4821  1.0276
H  3.9535  0.5421  -0.6080
H  3.7140  3.0656  2.1213
H  1.9557  3.4038  2.3553
H  2.7187  2.0494  3.2431
C  0.1410  -0.5690  4.3995
O  0.2779  -0.7369  2.9948
H  1.0089  -1.0049  4.9334
H  -0.7747  -1.0700  4.7700
H  0.0757  0.5012  4.6742

Values from the calculation:
Total energy: -54382.4348 eV
HOMO (spin up / spin down): -5.7 / -5.7 eV
2S+1: 4
E_LUMO (spin up / spin down): -0.1558 / -0.1572 eV
Energy relative to the best compared isomer or geometry (same formula, charge and spin): 0.0 kcal/mol
Net charge: 0

---

(5)
The following is a DFT calculation (ωB97M-V/def2-TZVPD) of a 2-piece molecular cluster, C3H8NO3 overall.

Positions of all 15 atoms, in Å:
O  -1.8082  1.9550  1.6049
C  -0.9604  1.2474  1.1107
C  -1.1377  0.6247  -0.2568
N  -0.0527  -0.3105  -0.5759
C  0.2340  -1.2440  0.7235
O  -0.6471  -1.0804  1.6616
H  0.0427  1.1236  1.5429
H  -1.1843  1.4252  -0.9988
H  -2.0973  0.1152  -0.3058
H  -0.4124  -0.9826  -1.2347
H  1.2804  -0.9459  0.9745
H  0.2621  -2.2370  0.2198
H  1.4337  0.0725  -1.7218
H  2.6275  0.0393  -0.9025
O  2.4196  0.1975  -1.8417

Values from the calculation:
Total energy: -10873.0075 eV
HOMO: -3.7 eV
2S+1: 1
E_LUMO: 4.1442 eV
Energy relative to the best compared isomer or geometry (same formula, charge and spin): 64.1 kcal/mol
Net charge: -1

---

(6)
The following is a DFT calculation (ωB97M-V/def2-TZVPD) of C19H34O3P as an isolated structure.

Positions of all 57 atoms, in Å:
C  -6.7110  -2.5245  -0.7356
C  -5.4503  -2.7901  -1.5468
C  -4.1969  -2.1287  -0.9691
C  -3.0182  -2.4707  -1.8455
O  -1.7767  -1.7706  -1.2977
P  -0.3470  -1.8418  -0.7187
O  0.9146  -2.2533  -1.5023
C  2.1340  -3.2565  -1.3746
C  2.7209  -3.3582  0.0227
C  4.0213  -4.1556  -0.0214
C  3.8293  -5.6234  -0.4029
O  -0.2256  -1.8459  0.8569
C  -0.5437  -2.7728  1.9602
C  -0.0795  -2.1060  3.2333
C  -0.3045  -3.0063  4.4390
C  0.1402  -2.3748  5.7506
H  -7.5647  -2.9469  -1.2650
H  -6.6367  -2.9881  0.2485
H  -6.8725  -1.4515  -0.6128
H  -5.2597  -3.8727  -1.6291
H  -5.5694  -2.4140  -2.5761
H  -4.3471  -1.0385  -0.9133
H  -4.0281  -2.4883  0.0563
H  -2.7731  -3.5363  -1.8588
H  -3.1639  -2.0809  -2.8579
H  1.6839  -4.1764  -1.7452
H  2.8432  -2.8649  -2.1065
H  2.9153  -2.3497  0.4171
H  1.9827  -3.8490  0.6713
H  4.6995  -3.6707  -0.7367
H  4.4753  -4.0844  0.9697
H  4.7907  -6.1406  -0.3505
H  3.1399  -6.1255  0.2852
H  3.4477  -5.7280  -1.4237
H  -1.6221  -2.9461  1.9594
H  -0.0139  -3.7057  1.7539
H  0.9838  -1.8405  3.1558
H  -0.6187  -1.1585  3.3704
H  -1.3721  -3.2546  4.4818
H  0.2376  -3.9447  4.2712
H  -0.0582  -3.0619  6.5738
H  1.2106  -2.1574  5.7382
H  -0.4004  -1.4452  5.9416
C  0.0412  0.3974  -1.2331
C  1.2019  0.9441  -0.7433
C  1.5230  2.2915  -0.7566
C  0.8247  3.3915  -1.1635
C  -0.2932  3.3911  -1.9609
C  -0.9043  2.2556  -2.4810
C  -0.8193  0.9142  -2.1373
H  -0.1907  -0.5257  -0.7236
H  1.9260  0.2701  -0.2845
H  2.5007  2.4594  -0.2762
H  1.2325  4.3570  -0.8718
H  -0.6843  4.3479  -2.2601
H  -1.6688  2.4590  -3.2394
H  -1.5026  0.2797  -2.7227

Values from the calculation:
Total energy: -35672.4080 eV
HOMO: -7.8 eV
2S+1: 1
E_LUMO: -3.8450 eV
Net charge: +1